No. 1
ORCA calculation (wB97M-V/def2-TZVPD) on a gas-phase ion, C9H17BINO4PS (charge -1).

Structure (XYZ):
```
35
Properties=species:S:1:pos:R:3:forces:R:3
C 3.679056 0.981906 1.246978 0.07 0.31 0.01
C 2.943959 2.105342 0.551223 0.12 -0.49 0.23
O 1.669015 2.221162 1.106706 -0.50 0.18 0.13
C 0.609852 2.295125 0.130854 -0.47 -0.35 -0.25
B 0.126401 0.833381 -0.353137 2.09 0.03 -0.41
O -0.735217 0.797630 -1.581666 0.05 -0.20 0.36
C -1.863151 0.134996 -1.242236 -0.79 -0.62 0.23
P -3.240261 1.438334 -1.100378 -0.04 0.90 -0.13
S -2.709124 3.307307 -1.301448 0.10 -0.08 0.06
C -1.548456 -0.702790 0.049332 -0.25 1.03 -0.57
C -1.391485 -2.201072 -0.096422 0.10 -0.21 -0.74
C -0.132470 -2.767050 -0.736075 0.17 0.35 0.40
C 1.175987 -2.404799 -0.037442 0.07 -0.37 -0.16
I -0.020718 -2.409195 -2.870450 -0.02 -0.10 0.07
O -2.849097 -0.609877 0.846211 -0.09 0.17 0.29
C -2.689431 -0.750815 2.101547 0.01 -0.98 2.78
N -2.609558 -0.982977 3.253522 -0.16 0.66 -2.37
O -0.572897 -0.045309 0.653835 -0.21 0.03 0.38
H 4.622539 0.762574 0.760749 0.33 0.01 -0.09
H 3.859506 1.254964 2.277534 0.09 -0.09 0.38
H 3.061157 0.100897 1.211310 -0.25 -0.40 0.04
H 3.476592 3.044362 0.685820 0.25 0.35 -0.12
H 2.908296 1.859334 -0.502566 -0.18 0.12 -0.42
H -0.178246 2.942157 0.496906 -0.14 0.18 0.47
H 0.991159 2.798499 -0.756336 0.07 0.21 -0.30
H 1.177039 0.237808 -0.645169 -0.06 0.07 -0.04
H -2.239051 -0.567841 -1.990096 0.08 0.11 -0.48
H -4.112516 1.108808 -2.158784 -0.11 -0.40 0.24
H -4.016115 1.278685 0.057061 -0.11 -0.32 -0.21
H -1.456922 -2.670178 0.877206 0.07 0.07 0.53
H -2.242599 -2.565248 -0.655979 -0.37 -0.11 -0.15
H -0.234583 -3.834604 -0.682661 -0.21 -0.45 -0.26
H 1.815185 -1.846631 -0.691117 0.33 0.45 -0.10
H 1.019877 -1.835769 0.864134 -0.18 0.31 0.18
H 1.706262 -3.309121 0.231043 0.14 -0.37 0.03
```
Positions in Å, forces in eV/Å.

Computed properties:
Charge: -1
HOMO-LUMO gap: 7.164 eV
Electronic energy: -1771.00543 Ha
ΔE to the lowest compared entry with this formula, charge and spin: 32.14 kJ/mol

***

No. 2
ORCA calculation (wB97M-V/def2-TZVPD) on a single C2H8NPS molecule.

Structure (XYZ):
```
13
Properties=species:S:1:pos:R:3:forces:R:3
C 0.964919 0.177625 -1.609487 -0.45 0.45 1.60
C 0.730051 -0.037521 0.854165 1.33 -3.47 0.18
N 0.199123 0.466984 -0.333671 -1.01 0.53 -1.79
P -3.131390 0.509819 0.653200 -0.70 0.93 0.97
S -1.676458 -0.207763 -0.448580 2.64 -2.03 0.15
H 1.665926 -0.713580 -1.502755 -1.08 0.92 -0.45
H 0.187667 0.149940 -2.358898 -0.04 -0.95 -0.57
H 1.501501 1.088419 -1.937602 0.25 -0.45 0.66
H 0.812507 -1.245205 0.749397 0.05 2.07 0.60
H 1.733234 0.290230 1.188698 -0.40 0.21 -0.59
H 0.049461 0.161238 1.641796 -0.60 0.20 1.01
H -3.375489 1.414566 -0.383011 -0.46 0.43 -0.19
H -1.550753 -1.304301 0.488846 0.46 1.15 -1.59
```
Positions in Å, forces in eV/Å.

Computed properties:
HOMO-LUMO gap: 8.012 eV
Electronic energy: -875.15555 Ha
ΔE to the lowest compared entry with this formula, charge and spin: 315.98 kJ/mol

***

For each record above, in turn, the calculated max |F| values are 2.95 3.72 eV/A.